# 1
ORCA calculation (the ωB97M-V functional and the def2-TZVPD basis) on C40H60GeN5P3PtS as an isolated structure in a non-equilibrium geometry.

Electronic energy: -148360.5668 eV
Largest force on an atom: 3.8 eV Å⁻¹
Relative energy (zero: lowest compared OMol25 entry of this formula, charge and spin): 70.05 kJ/mol
Charge: +1
Kohn-Sham gap (spin up / spin down): 0.164 / 0.152 Ha
Highest occupied orbital energy (spin up / spin down): -6.82 / -10.14 eV
2S+1: 4
LUMO level (spin up / spin down): -2.4 / -6.0 eV

```
111
Properties=species:S:1:pos:R:3:mulliken_spin:R:1
Pt 0.324 -0.109 -1.446 0.44
C 3.055 4.060 -0.843 0.02
C 2.529 2.872 -1.705 -0.01
C 3.422 1.626 -1.719 0.06
P 0.861 2.401 -1.139 0.22
C 0.995 2.525 0.710 0.03
N 0.090 1.638 1.445 0.10
Ge -0.062 -0.213 0.923 0.04
N -1.840 -0.960 0.925 0.44
C -2.583 -1.166 -0.272 0.02
P -1.988 -0.132 -1.613 0.24
C -2.716 -0.965 -3.106 0.03
C -2.238 -2.381 -3.256 0.00
C -2.457 -0.067 -4.338 0.01
C -2.929 1.468 -1.420 0.03
C -4.324 1.417 -1.954 0.01
C -3.051 1.962 0.029 0.01
C -2.474 -1.253 2.125 0.14
C -3.679 -2.020 2.104 0.10
C -4.315 -2.325 3.260 -0.01
C -3.737 -2.051 4.489 0.18
C -2.533 -1.386 4.588 -0.13
C -1.944 -0.888 3.369 0.20
N -0.714 -0.183 3.407 0.00
C -0.771 1.216 3.722 0.03
C -1.185 1.708 4.928 0.00
C -1.310 3.111 5.124 0.00
C -0.975 4.001 4.091 0.00
C -0.559 3.422 2.913 0.00
C -0.395 2.087 2.648 0.02
C 0.455 -0.827 3.918 0.02
C 0.761 -0.948 5.338 -0.01
C 1.915 -1.660 5.719 0.01
C 2.752 -2.303 4.827 0.00
C 2.491 -2.192 3.504 0.00
C 1.308 -1.537 3.022 0.02
N 1.158 -1.444 1.606 0.17
C 1.317 -2.612 0.826 0.00
P 1.679 -2.155 -0.935 0.13
C 3.450 -1.917 -0.938 -0.01
C 4.485 -2.774 -0.129 0.04
C 4.013 -1.779 -2.397 0.02
C 1.307 -3.672 -1.922 0.06
C -0.079 -4.323 -1.669 0.03
C 2.389 -4.819 -1.927 0.01
C -0.207 3.739 -1.796 0.03
C 0.267 5.189 -1.744 0.01
C -0.505 3.308 -3.281 0.02
H 3.909 4.416 -1.434 0.00
H 3.476 3.720 0.105 0.00
H 2.399 4.907 -0.877 0.00
H 2.502 3.228 -2.743 0.01
H 3.214 0.993 -0.879 0.00
H 4.463 1.983 -1.757 0.00
H 3.192 1.188 -2.679 -0.01
H 0.691 3.562 0.941 0.01
H 2.038 2.561 1.009 -0.01
H -3.628 -0.741 -0.142 -0.01
H -2.679 -2.257 -0.600 0.03
H -3.786 -0.911 -2.880 0.02
H -1.179 -2.493 -3.368 0.00
H -2.796 -2.641 -4.192 0.00
H -2.696 -2.986 -2.445 0.00
H -1.388 -0.066 -4.678 0.01
H -2.845 0.946 -4.130 0.00
H -3.140 -0.361 -5.158 0.00
H -2.352 2.158 -1.971 0.00
H -4.785 0.527 -1.579 0.00
H -4.276 1.351 -3.034 0.00
H -4.918 2.298 -1.647 0.00
H -3.906 1.540 0.528 0.00
H -3.285 3.045 0.036 0.00
H -2.160 1.794 0.659 0.00
H -4.104 -2.282 1.138 -0.01
H -5.302 -2.809 3.134 0.00
H -4.118 -2.561 5.371 0.00
H -1.937 -1.237 5.501 0.00
H -1.497 0.974 5.632 0.00
H -1.648 3.519 6.109 0.00
H -1.076 5.063 4.153 0.00
H -0.255 4.220 2.180 0.00
H 0.132 -0.501 6.069 0.00
H 2.165 -1.691 6.783 0.00
H 3.689 -2.683 5.178 0.00
H 3.232 -2.533 2.792 0.00
H 0.489 -3.319 0.673 -0.02
H 2.138 -3.182 1.214 0.00
H 3.546 -0.859 -0.482 0.01
H 4.671 -3.715 -0.650 0.00
H 4.229 -2.909 0.922 -0.01
H 5.434 -2.147 -0.211 0.00
H 3.786 -2.530 -3.119 0.00
H 5.107 -1.954 -2.318 0.00
H 3.805 -0.857 -2.910 0.00
H 1.146 -3.286 -2.912 0.01
H -0.096 -4.934 -0.770 0.00
H -0.345 -4.949 -2.462 0.00
H -0.814 -3.473 -1.624 0.01
H 2.579 -5.172 -0.910 0.00
H 3.329 -4.592 -2.373 0.00
H 2.097 -5.680 -2.440 0.00
H -1.091 3.711 -1.249 0.00
H 1.122 5.391 -2.412 0.00
H 0.547 5.384 -0.748 0.00
H -0.502 5.883 -2.067 0.00
H 0.443 3.348 -3.838 0.00
H -1.022 4.115 -3.745 0.00
H -0.904 2.282 -3.381 0.01
S 0.885 -0.795 -3.740 0.20
C 1.197 0.666 -4.511 -0.03
N 1.423 1.642 -5.070 0.03
```

---

# 2
ORCA calculation (the ωB97M-V functional and the def2-TZVPD basis) on a 10-piece molecular cluster, C40H60O20 overall in a non-equilibrium geometry.

Electronic energy: -83398.7052 eV
Largest force on an atom: 9.5 eV Å⁻¹
Relative energy (zero: lowest compared OMol25 entry of this formula, charge and spin): 625.19 kJ/mol
Kohn-Sham gap: 0.361 Ha
Highest occupied orbital energy: -9.88 eV
LUMO level: -0.1 eV
Structure (SMILES): O=C1CCCO1.O=C1CCCO1.O=C1CCCO1.O=C1CCCO1.O=C1CCCO1.O=C1CCCO1.O=C1CCCO1.O=C1CCCO1.O=C1CCCO1.O=C1CCCO1

```
120
Properties=species:S:1:pos:R:3:lowdin_charge:R:1
O 6.369 4.888 0.297 0.07
C 5.828 3.775 0.227 -0.39
O 6.586 2.657 0.079 0.02
C 5.767 1.560 -0.188 -0.18
C 4.427 2.146 -0.610 -0.16
C 4.260 3.429 0.233 -0.03
H 5.853 0.972 0.726 0.12
H 6.165 0.970 -1.014 0.13
H 3.764 1.309 -0.387 0.10
H 4.255 2.373 -1.662 0.12
H 3.833 3.157 1.199 0.10
H 3.583 4.152 -0.223 0.10
O 0.845 -0.387 3.931 0.09
C 0.680 0.449 4.785 -0.43
O -0.121 0.284 5.890 0.03
C 0.257 1.299 6.870 -0.14
C 1.245 2.278 6.226 -0.14
C 1.409 1.838 4.717 -0.02
H 0.664 0.952 7.819 0.12
H -0.622 1.901 7.097 0.12
H 2.206 2.277 6.740 0.10
H 0.877 3.286 6.422 0.11
H 2.465 1.880 4.448 0.10
H 0.832 2.464 4.035 0.08
O -2.815 0.401 1.713 0.10
C -2.145 1.407 1.515 -0.41
O -1.038 1.729 2.236 0.01
C -0.291 2.824 1.813 -0.17
C -1.384 3.605 1.003 -0.11
C -2.462 2.565 0.578 -0.05
H 0.668 2.577 1.357 0.13
H -0.077 3.522 2.622 0.11
H -1.115 4.351 0.255 0.12
H -1.902 4.190 1.762 0.11
H -2.309 2.205 -0.440 0.09
H -3.375 3.155 0.662 0.14
O 5.188 -1.767 1.923 0.09
C 5.346 -1.294 3.042 -0.43
O 6.525 -1.598 3.670 0.01
C 6.626 -0.914 5.008 -0.08
C 5.666 0.258 4.787 -0.19
C 4.625 -0.253 3.866 -0.11
H 7.611 -0.526 5.270 0.12
H 6.238 -1.577 5.781 0.12
H 6.019 1.170 4.305 0.12
H 5.316 0.680 5.730 0.12
H 4.321 0.600 3.260 0.11
H 3.718 -0.541 4.397 0.12
O -2.957 -6.072 3.745 0.06
C -2.726 -4.844 3.713 -0.45
O -2.287 -4.295 4.800 0.07
C -2.089 -2.947 4.518 -0.15
C -2.842 -2.548 3.213 -0.17
C -2.794 -3.844 2.469 -0.06
H -1.047 -2.718 4.294 0.12
H -2.429 -2.434 5.417 0.13
H -2.196 -1.814 2.731 0.08
H -3.826 -2.084 3.145 0.12
H -1.825 -3.805 1.971 0.11
H -3.596 -4.132 1.790 0.12
O -0.163 -2.587 -5.385 0.03
C -0.281 -3.862 -5.191 -0.46
O -0.470 -4.780 -6.142 0.09
C -0.256 -5.982 -5.460 -0.20
C -0.635 -5.791 -4.025 -0.12
C -0.194 -4.313 -3.877 -0.10
H 0.790 -6.289 -5.455 0.13
H -0.838 -6.749 -5.972 0.14
H -0.023 -6.408 -3.368 0.12
H -1.686 -6.065 -3.924 0.12
H 0.776 -4.436 -3.396 0.15
H -0.667 -3.563 -3.242 0.11
O -0.464 0.519 -1.807 0.11
C 0.085 -0.365 -1.227 -0.49
O 1.193 -0.144 -0.542 0.02
C 1.425 -0.997 0.606 -0.11
C 0.454 -2.121 0.355 -0.12
C -0.485 -1.713 -0.810 -0.03
H 1.063 -0.369 1.420 0.10
H 2.478 -1.183 0.819 0.13
H -0.051 -2.359 1.291 0.10
H 1.085 -2.974 0.107 0.12
H -1.460 -1.446 -0.400 0.10
H -0.580 -2.410 -1.642 0.10
O -6.261 2.619 -3.095 0.10
C -5.095 2.330 -3.340 -0.50
O -4.141 2.485 -2.461 0.01
C -2.904 2.897 -3.034 -0.11
C -3.029 2.123 -4.419 -0.14
C -4.530 1.953 -4.726 -0.05
H -2.017 2.641 -2.454 0.08
H -2.845 3.965 -3.241 0.13
H -2.512 1.167 -4.493 0.11
H -2.642 2.623 -5.307 0.09
H -4.733 0.929 -5.039 0.12
H -5.072 2.655 -5.361 0.12
O -7.166 -2.029 -2.855 0.10
C -6.175 -1.841 -2.154 -0.42
O -5.300 -0.829 -2.378 0.05
C -4.317 -0.765 -1.428 -0.22
C -4.396 -2.027 -0.647 -0.16
C -5.658 -2.835 -1.129 -0.03
H -4.462 0.101 -0.782 0.13
H -3.277 -0.797 -1.753 0.12
H -4.364 -1.879 0.432 0.11
H -3.486 -2.530 -0.974 0.09
H -6.370 -3.062 -0.336 0.12
H -5.250 -3.799 -1.433 0.12
O 2.283 4.412 -2.696 0.04
C 1.837 3.799 -3.714 -0.45
O 2.395 3.828 -4.918 0.04
C 1.756 2.974 -5.874 -0.12
C 0.649 2.295 -5.103 -0.14
C 0.748 2.788 -3.694 -0.09
H 2.559 2.294 -6.159 0.13
H 1.450 3.627 -6.692 0.13
H 0.792 1.216 -5.063 0.12
H -0.355 2.411 -5.511 0.10
H 1.034 1.976 -3.026 0.12
H -0.010 3.534 -3.457 0.13
```

---

# 3
ORCA calculation (the ωB97M-V functional and the def2-TZVPD basis) on C40H61As3FN4OPSe2SiTi as an isolated structure.

Electronic energy: -406691.1634 eV
Largest force on an atom: 0.7 eV Å⁻¹
Relative energy (zero: lowest compared OMol25 entry of this formula, charge and spin): 72.48 kJ/mol
Charge: -2
Kohn-Sham gap: 0.216 Ha
Highest occupied orbital energy: -1.98 eV
LUMO level: 3.9 eV

```
115
Properties=species:S:1:pos:R:3:lowdin_charge:R:1
Ti -0.659 1.306 1.661 0.41
C 3.581 -0.849 -3.138 -0.33
As 2.460 -1.360 -1.595 1.13
C 3.980 -1.785 -0.421 -0.30
C 2.187 -3.270 -2.123 -0.37
C 1.081 -3.610 -3.140 -0.67
C 1.035 -2.544 -4.242 -0.10
C -0.303 -3.745 -2.491 -0.37
As -1.149 -2.161 -1.646 1.17
C -2.808 -3.137 -1.214 -0.33
C -1.863 -1.292 -3.247 -0.33
C 1.429 -4.939 -3.848 -0.40
As 1.498 -6.732 -3.005 1.10
C -0.425 -7.143 -2.865 -0.36
C 1.825 -6.450 -1.089 -0.36
H 4.137 -1.709 -3.521 0.02
H 4.285 -0.093 -2.792 0.00
H 2.968 -0.409 -3.922 0.00
H 4.793 -2.248 -0.984 0.02
H 3.660 -2.457 0.375 0.00
H 4.335 -0.859 0.033 0.01
H 2.015 -3.803 -1.186 0.04
H 3.152 -3.616 -2.511 0.07
H 0.844 -1.549 -3.832 0.04
H 0.246 -2.770 -4.965 0.08
H 1.987 -2.505 -4.776 0.08
H -0.255 -4.488 -1.690 0.04
H -1.013 -4.124 -3.238 0.07
H -3.198 -3.670 -2.084 0.02
H -3.553 -2.422 -0.865 0.01
H -2.618 -3.849 -0.410 0.01
H -2.034 -2.020 -4.042 0.02
H -1.181 -0.509 -3.577 -0.02
H -2.813 -0.838 -2.969 0.01
H 2.412 -4.826 -4.313 0.05
H 0.724 -5.098 -4.675 0.06
H -0.887 -7.028 -3.846 0.01
H -0.943 -6.503 -2.153 0.00
H -0.533 -8.183 -2.556 0.00
H 2.820 -6.041 -0.930 0.02
H 1.774 -7.429 -0.611 0.01
H 1.091 -5.794 -0.625 0.00
Se 0.707 1.926 -2.646 0.12
P 0.999 2.400 -0.517 0.58
Se 0.247 2.601 3.203 0.30
C 2.808 2.136 -0.196 -0.41
C 3.747 2.123 -1.225 -0.18
C 5.098 1.954 -0.954 -0.12
C 5.532 1.773 0.353 -0.12
C 4.604 1.762 1.385 -0.09
C 3.254 1.945 1.111 -0.11
C 0.973 4.251 -0.507 -0.40
C 1.856 4.998 -1.285 -0.11
C 1.808 6.381 -1.283 -0.11
C 0.862 7.044 -0.508 -0.12
C -0.026 6.311 0.263 -0.09
C 0.032 4.922 0.266 -0.11
H 3.399 2.224 -2.247 0.03
H 5.814 1.950 -1.769 0.09
H 6.585 1.625 0.563 0.09
H 4.910 1.597 2.410 0.08
H 2.544 1.939 1.928 0.01
H 2.575 4.483 -1.910 0.08
H 2.505 6.947 -1.891 0.09
H 0.822 8.128 -0.506 0.09
H -0.761 6.819 0.875 0.09
H -0.650 4.355 0.890 0.04
C -2.740 5.124 2.842 -0.18
Si -3.191 3.292 2.859 0.38
C -2.903 2.669 4.613 -0.21
C -5.094 3.111 2.732 -0.18
N -2.438 2.485 1.510 -0.18
C -2.967 2.692 0.262 -0.33
C -3.891 3.682 -0.137 -0.06
C -4.289 3.824 -1.459 -0.11
C -3.783 3.012 -2.462 -0.11
C -2.852 2.035 -2.117 -0.06
C -2.518 1.894 -0.800 -0.23
F -1.578 0.948 -0.435 -0.11
H -3.433 5.718 3.446 0.02
H -2.737 5.523 1.826 0.01
H -1.734 5.240 3.251 0.02
H -3.576 1.842 4.851 0.01
H -1.883 2.378 4.842 -0.04
H -3.176 3.506 5.267 0.03
H -5.466 2.609 3.628 0.01
H -5.388 2.514 1.868 0.02
H -5.608 4.073 2.656 0.02
H -4.277 4.379 0.592 0.08
H -4.992 4.612 -1.708 0.09
H -4.063 3.159 -3.496 0.09
H -2.344 1.438 -2.854 0.06
N 0.913 -2.289 1.126 0.16
C 1.319 -1.181 1.804 -0.51
O 0.824 -0.073 1.455 -0.21
C 2.296 -1.358 2.816 -0.21
C 2.771 -2.663 3.060 -0.28
N 3.098 -3.760 3.236 0.11
C 2.826 -0.307 3.599 -0.24
N 3.331 0.507 4.244 0.15
H 1.131 -3.207 1.475 0.09
H 0.169 -2.152 0.457 -0.02
C -0.868 -0.961 4.596 -0.09
C -2.142 -0.735 3.786 -0.50
C -3.014 -1.994 3.841 -0.10
C -1.845 -0.338 2.344 -0.23
H -1.097 -1.195 5.641 0.07
H -0.227 -0.078 4.567 0.04
H -0.299 -1.801 4.183 0.07
H -2.707 0.075 4.258 0.09
H -2.477 -2.841 3.402 0.07
H -3.940 -1.858 3.277 0.07
H -3.275 -2.260 4.871 0.06
H -2.790 -0.129 1.822 0.05
H -1.405 -1.207 1.831 0.04
```

---

# 4
ORCA calculation (the ωB97M-V functional and the def2-TZVPD basis) on C40H61N3O2Pb as an isolated structure in a non-equilibrium geometry.

Electronic energy: -56270.6271 eV
Largest force on an atom: 1.1 eV Å⁻¹
Charge: +2
Kohn-Sham gap (spin up / spin down): 0.210 / 0.217 Ha
Highest occupied orbital energy (spin up / spin down): -13.37 / -13.41 eV
LUMO level (spin up / spin down): -7.7 / -7.5 eV

```
107
Properties=species:S:1:pos:R:3:lowdin_charge:R:1
Pb 0.701 -1.407 0.451 1.64
C 0.750 -1.664 3.808 -0.06
N 1.437 -0.810 2.834 -0.39
C 2.886 -1.031 2.922 -0.07
C 1.143 0.617 3.043 -0.17
C -0.308 0.994 2.742 -0.15
N -0.781 0.581 1.404 -0.20
C -0.740 1.722 0.464 -0.11
C 0.620 2.326 0.217 -0.11
C 0.889 3.614 0.599 0.06
C 2.120 4.228 0.293 -0.09
C 3.069 3.470 -0.405 0.06
C 2.864 2.177 -0.820 -0.04
C 1.595 1.561 -0.511 -0.27
O 1.335 0.360 -0.865 -0.21
C 3.927 1.387 -1.554 -0.53
C 5.180 2.217 -1.840 -0.05
C 4.349 0.188 -0.684 -0.03
C 3.372 0.899 -2.903 -0.02
C 2.443 5.650 0.655 -0.55
C 3.705 5.690 1.541 -0.02
C 1.308 6.368 1.384 -0.05
C 2.741 6.415 -0.651 -0.02
C -2.184 0.121 1.550 -0.13
C -2.879 -0.410 0.327 -0.10
C -4.030 0.177 -0.122 0.06
C -4.777 -0.388 -1.174 -0.10
C -4.266 -1.532 -1.804 0.06
C -3.109 -2.162 -1.412 -0.04
C -2.421 -1.646 -0.251 -0.28
O -1.451 -2.273 0.289 -0.20
C -2.527 -3.333 -2.174 -0.52
C -2.360 -4.560 -1.260 -0.02
C -3.406 -3.753 -3.353 -0.04
C -1.163 -2.882 -2.731 -0.02
C -6.071 0.203 -1.647 -0.55
C -5.903 0.640 -3.118 -0.02
C -6.533 1.406 -0.824 -0.05
C -7.156 -0.890 -1.565 -0.02
H 1.117 -1.481 4.822 0.11
H 0.920 -2.710 3.558 0.08
H -0.321 -1.482 3.789 0.08
H 3.268 -0.750 3.909 0.11
H 3.395 -0.429 2.170 0.08
H 3.108 -2.082 2.745 0.08
H 1.813 1.190 2.398 0.12
H 1.354 0.897 4.085 0.14
H -0.398 2.080 2.849 0.14
H -0.949 0.548 3.504 0.12
H -1.403 2.523 0.825 0.14
H -1.125 1.359 -0.494 0.14
H 0.137 4.176 1.132 0.12
H 4.015 3.940 -0.617 0.10
H 5.667 2.537 -0.923 0.09
H 4.942 3.083 -2.451 0.10
H 5.892 1.612 -2.394 0.10
H 4.745 0.539 0.268 0.09
H 5.129 -0.366 -1.197 0.10
H 3.514 -0.484 -0.495 0.04
H 3.042 1.749 -3.495 0.10
H 2.536 0.220 -2.772 0.07
H 4.155 0.381 -3.449 0.09
H 3.551 5.124 2.457 0.09
H 3.912 6.724 1.804 0.10
H 4.575 5.294 1.027 0.08
H 1.077 5.897 2.336 0.09
H 0.407 6.409 0.777 0.09
H 1.614 7.389 1.590 0.10
H 3.606 6.016 -1.170 0.08
H 2.945 7.453 -0.409 0.10
H 1.888 6.371 -1.323 0.10
H -2.792 0.938 1.959 0.14
H -2.172 -0.702 2.270 0.13
H -4.385 1.076 0.354 0.12
H -4.808 -1.921 -2.649 0.11
H -3.318 -4.829 -0.821 0.10
H -1.656 -4.374 -0.457 0.05
H -2.003 -5.404 -1.845 0.10
H -4.388 -4.069 -3.011 0.10
H -2.950 -4.597 -3.863 0.10
H -3.509 -2.950 -4.078 0.09
H -0.482 -2.578 -1.934 0.03
H -1.295 -2.036 -3.403 0.10
H -0.708 -3.697 -3.287 0.10
H -5.098 1.366 -3.208 0.09
H -6.827 1.098 -3.458 0.10
H -5.683 -0.203 -3.765 0.08
H -5.828 2.231 -0.882 0.09
H -6.686 1.138 0.219 0.09
H -7.482 1.759 -1.217 0.10
H -6.926 -1.742 -2.196 0.08
H -8.103 -0.474 -1.892 0.10
H -7.260 -1.240 -0.541 0.10
N 2.037 -3.525 -0.531 -0.01
C 2.193 -4.285 0.669 -0.36
C 1.049 -4.720 1.335 -0.07
C 1.161 -5.403 2.531 -0.08
C 2.412 -5.663 3.070 -0.07
C 3.550 -5.222 2.413 -0.06
C 3.446 -4.526 1.219 -0.04
H 2.921 -3.358 -1.001 0.10
H 1.388 -3.968 -1.175 0.09
H 0.076 -4.531 0.906 0.09
H 0.269 -5.734 3.036 0.12
H 2.497 -6.224 3.986 0.11
H 4.522 -5.430 2.829 0.11
H 4.340 -4.198 0.707 0.12
```

---

Q: Number 4 is which compound?
A: C40H61N3O2Pb